(1)
ORCA calculation (ωB97M-V with the def2-TZVPD basis set) on a 2-piece molecular cluster, C4H9NO overall.

Cartesian coordinates (Å):
O: 1.16049 0.36051 1.35756
N: -1.33214 -1.76081 -0.49968
C: 1.27596 1.21208 0.46326
C: -1.11511 -1.83336 -1.79517
C: -2.23211 -0.89203 0.27262
C: 2.23646 2.43587 0.30679
H: -0.17683 -2.18433 -2.24495
H: 3.17711 2.07605 -0.17975
H: 0.37009 1.38256 -0.18672
H: 2.54610 2.96360 1.21122
H: -1.64531 -1.26627 -2.55256
H: 1.93570 3.26281 -0.51876
H: -1.49529 -0.10889 0.74978
H: -3.20442 -0.70417 -0.36822
H: -2.45723 -1.51514 1.24216

Cartesian forces, eV/Å:
O 1.45 2.19 -2.33
N 2.07 -0.45 -2.75
C -2.25 0.78 2.06
C -0.56 1.81 3.24
C 0.01 -1.74 0.39
C 0.93 0.30 -2.29
H -0.33 -0.97 0.86
H -0.42 -0.02 0.59
H 0.70 -0.73 -0.22
H -0.31 -0.40 0.13
H -0.87 0.29 -0.01
H -0.13 -2.12 2.08
H -1.89 -0.74 -1.48
H 1.79 0.67 1.68
H -0.16 1.12 -1.94

LUMO level = 0.721 eV
Charge = 0
E_HOMO = -8.934 eV

---

(2)
ORCA calculation (ωB97M-V with the def2-TZVPD basis set) on a 2-piece molecular cluster, C3H9S2 overall.

Cartesian coordinates (Å):
S: 0.64308 0.25321 2.63077
S: -1.25936 0.92539 -0.01730
C: 0.59265 -0.15915 -1.78977
C: 0.98694 -1.32267 -2.69549
C: -0.54519 -0.50976 -0.83488
H: 1.80608 -1.03270 -3.34635
H: -0.18894 -1.16658 -0.03724
H: 0.31945 0.73072 -2.36662
H: 1.45896 0.14830 -1.20052
H: 0.16329 -1.63409 -3.33742
H: -0.40095 -0.24883 3.30925
H: -0.11724 0.58065 1.56338
H: 1.29680 -2.19657 -2.10851
H: -1.34224 -1.04597 -1.34870

Cartesian forces, eV/Å:
S 0.24 -0.16 0.38
S -0.31 -0.08 -0.38
C 0.11 0.08 0.05
C -0.10 -0.03 0.17
C 0.20 0.25 -0.13
H 0.17 -0.03 -0.05
H -0.06 -0.10 0.02
H -0.06 -0.22 -0.10
H 0.01 0.00 0.08
H -0.11 0.00 0.01
H 0.04 0.04 -0.09
H 0.03 0.10 0.17
H -0.01 0.17 -0.10
H -0.15 -0.02 -0.01

<S²> = 0.754
Multiplicity = 2
LUMO level (alpha / beta) = 0.927 / -2.288 eV
Charge = 0
E_HOMO (alpha / beta) = -9.495 / -9.122 eV

---

(3)
ORCA calculation (ωB97M-V with the def2-TZVPD basis set) on C33H35N7OS2Ti as an isolated structure.

Cartesian coordinates (Å):
Ti: -0.36879 -0.28824 -0.38224
S: 1.99323 0.43879 -0.10917
S: -2.64265 0.44922 0.23594
O: 1.40708 -2.30820 -0.08663
N: -0.36541 1.46635 -1.54194
N: 2.07274 -4.28035 -1.00720
N: 3.26053 -3.31865 0.72304
N: 0.13585 2.26011 1.72013
N: 0.03972 -0.86208 -2.21790
N: -0.46196 -0.74414 2.13249
N: -1.40968 -2.20209 -0.71576
C: 1.31295 -0.38436 -4.20488
C: -3.10670 -0.20511 4.72992
C: -4.11757 0.38144 3.97234
C: 1.57283 4.21758 1.37283
C: 2.11980 2.16301 0.23304
C: 2.19971 -3.23802 -0.11924
C: 0.65105 0.00557 2.79364
C: -2.41846 -4.75234 -1.23255
C: 1.28972 2.87675 1.11347
C: -0.14874 -2.14617 -2.67528
C: -1.51389 -4.17883 -2.08736
C: -2.31589 -2.77692 0.10233
C: 3.47666 -2.34897 1.77684
C: -0.19683 -2.20120 2.35912
C: 0.68906 0.03952 -3.04494
C: -0.49282 3.83537 -1.89218
C: -3.93986 0.57301 2.61885
C: -0.85676 2.68993 -1.23929
C: -0.92663 3.22252 2.03419
C: 0.43987 -2.58140 -3.84607
C: -1.02749 -2.89287 -1.81422
C: -2.75076 0.20149 1.96753
C: -1.74320 -0.37684 2.73655
C: 0.44893 3.76193 -2.92675
C: 3.42188 4.18715 -0.14172
C: 3.17074 2.84907 -0.38379
C: 2.61980 4.87924 0.75173
C: 0.91253 2.53077 -3.29941
C: -2.83758 -4.02664 -0.11083
C: -1.93460 -0.57963 4.10394
C: 1.22632 -1.71244 -4.60138
C: 0.41760 1.49304 2.94390
C: 0.46285 1.38585 -2.62456
H: 1.54915 -0.20003 2.21406
H: -2.62595 -2.18958 0.95550
H: -2.81562 -5.73817 -1.43373
H: 4.53765 -2.32325 2.01694
H: 3.75320 -4.19414 0.77215
H: -3.23104 -0.36415 5.79189
H: -0.44506 1.62863 3.59866
H: 0.79705 -0.39262 3.80707
H: 0.76709 -2.32801 2.85291
H: -1.14463 -1.03481 4.68863
H: 3.17308 -1.36548 1.41814
H: -1.19382 -4.69248 -2.98379
H: -0.96873 -2.63281 2.99551
H: -1.02381 3.95409 1.23664
H: 1.28030 1.91703 3.47688
H: 1.83481 0.33235 -4.82343
H: -1.86911 2.68516 2.13805
H: 2.89709 -4.80235 -1.25166
H: 4.23982 4.68404 -0.64659
H: 2.80109 5.92418 0.96483
H: 1.44669 -4.08137 -1.77162
H: 2.91493 -2.59205 2.68244
H: -3.56629 -4.42273 0.58077
H: -4.72530 1.01763 2.02226
H: 0.27312 -3.59444 -4.19172
H: 0.78757 4.65484 -3.43449
H: -1.56963 2.70092 -0.43153
H: 1.69627 -2.04733 -5.51432
H: -0.16111 -2.74725 1.42232
H: 1.61388 2.42214 -4.11463
H: -0.92736 4.77769 -1.58912
H: -5.04560 0.68236 4.44014
H: -0.73715 3.76748 2.96882
H: 3.79208 2.29624 -1.07666
H: 0.95181 4.76573 2.06688

Cartesian forces, eV/Å:
Ti -0.22 -0.06 0.83
S 0.08 -0.02 0.04
S 0.18 0.03 -0.07
O -0.29 0.03 -0.04
N 0.01 0.47 -0.52
N -0.06 -0.05 0.00
N 0.08 -0.22 0.03
N 0.02 0.08 0.02
N 0.13 0.03 -0.11
N -0.03 -0.14 -0.13
N -0.05 -0.03 -0.07
C -0.04 0.03 0.06
C -0.01 0.02 -0.04
C 0.03 -0.02 0.01
C 0.01 -0.01 -0.05
C 0.01 0.00 -0.01
C 0.22 0.09 -0.04
C 0.06 -0.07 -0.04
C 0.01 0.02 -0.01
C -0.08 -0.02 0.09
C 0.11 0.07 0.04
C 0.01 -0.03 0.02
C 0.00 0.00 0.01
C 0.03 0.05 0.02
C -0.01 -0.05 -0.02
C -0.14 -0.28 -0.04
C -0.01 0.05 0.00
C 0.02 -0.02 0.00
C 0.06 -0.06 0.17
C -0.01 -0.07 -0.08
C 0.00 -0.03 -0.01
C 0.09 0.02 -0.13
C -0.03 0.01 -0.02
C 0.11 0.04 -0.01
C 0.00 -0.01 0.02
C -0.01 0.04 0.03
C -0.01 -0.02 0.00
C 0.01 -0.05 -0.03
C 0.05 -0.05 0.01
C 0.01 0.03 0.01
C -0.03 0.02 -0.01
C -0.06 0.00 0.05
C -0.02 0.00 -0.02
C -0.14 0.03 -0.12
H -0.10 0.05 0.12
H -0.01 0.01 -0.04
H 0.00 -0.01 0.01
H 0.01 0.02 0.02
H 0.00 0.05 0.01
H -0.01 -0.01 0.03
H 0.04 -0.02 0.03
H -0.03 0.03 0.02
H -0.07 -0.02 -0.04
H 0.03 -0.01 0.01
H 0.04 -0.06 0.00
H 0.00 -0.01 0.01
H 0.03 0.00 -0.01
H -0.03 -0.01 -0.05
H 0.00 -0.03 -0.04
H 0.01 0.03 0.00
H 0.00 -0.01 0.01
H 0.01 0.02 -0.02
H 0.02 0.01 -0.02
H 0.01 0.02 0.01
H -0.02 0.03 -0.02
H 0.04 0.00 0.00
H -0.02 -0.02 0.01
H -0.02 0.02 -0.02
H -0.01 0.01 0.02
H 0.00 0.01 0.00
H -0.01 0.00 0.03
H 0.01 -0.01 -0.01
H -0.01 0.02 0.10
H -0.01 0.00 -0.01
H 0.01 0.00 0.00
H -0.02 0.01 0.01
H 0.00 0.02 0.00
H 0.01 -0.01 -0.01
H 0.00 0.02 0.02

LUMO level (alpha / beta) = -0.062 / -0.062 eV
Charge = 0
E_HOMO (alpha / beta) = -5.369 / -5.369 eV

---

(4)
ORCA calculation (ωB97M-V with the def2-TZVPD basis set) on C34H36INOP2Tm as an isolated structure.

Cartesian coordinates (Å):
Tm: 2.72019 -0.51198 -0.87790
I: 3.59703 -2.85712 0.51160
P: -0.11976 -0.81092 -1.49287
P: 1.29430 0.39256 1.48149
O: 2.92702 -1.51594 -3.18000
N: -1.39989 0.02639 0.83000
C: -0.03805 -3.54772 -1.06143
C: -5.12840 0.96784 2.54520
C: -0.86661 1.21661 -4.94716
C: -2.74572 -3.76630 -0.48074
C: -1.13096 0.42417 -0.52762
C: -4.39753 -0.12423 2.99512
C: -0.49719 0.88010 -3.65393
C: 2.76765 -1.37136 4.85285
C: -0.49028 4.02440 2.05505
C: 0.24277 4.84772 1.20752
C: -0.17449 2.67872 2.16097
C: -1.55647 -1.05542 -5.33339
C: -0.34128 -0.45608 1.69361
C: -2.64866 0.35664 1.40184
C: -1.19448 -1.39580 -4.03401
C: 2.62230 1.20057 3.80635
C: 0.87339 2.14732 1.40994
C: 2.07007 0.13319 3.10342
C: 3.24051 0.97929 5.03007
C: -0.58259 -4.78935 -0.75572
C: -1.93346 -4.89528 -0.46077
C: 2.15555 -1.15838 3.62674
C: -2.20801 -2.52727 -0.78962
C: -0.66779 -0.42688 -3.18680
C: 1.29318 4.32837 0.46325
C: -4.61561 1.75096 1.52056
C: 3.31222 -0.30247 5.55394
C: 1.60433 2.97691 0.56107
C: 4.39155 1.04159 -1.56962
C: -1.39620 0.24575 -5.78906
C: -3.37887 1.45898 0.95650
C: -3.17286 -0.43842 2.42308
C: -0.84595 -2.41204 -1.07622
C: 2.67750 -0.69951 -4.35075
H: 0.05184 -5.66652 -0.74040
H: 4.91895 1.43700 -0.69146
H: 1.60352 -0.59878 -4.46646
H: -5.17186 2.60945 1.16395
H: 1.01973 -3.47118 -1.28011
H: 2.43334 2.58144 -0.01713
H: -0.73880 2.23260 -5.29982
H: -0.07123 1.64326 -3.00811
H: -2.62975 -1.31621 2.75387
H: -0.75113 2.04588 2.82611
H: -0.62710 -0.30245 2.73019
H: 3.70026 -2.07148 -3.33512
H: -2.35901 -5.86026 -0.21458
H: 3.08837 -1.18957 -5.22999
H: 4.11176 1.92135 -2.16133
H: 3.66425 1.81342 5.57533
H: 2.82794 -2.37469 5.25532
H: -1.96883 -1.81213 -5.98904
H: 2.56271 2.20679 3.40895
H: -6.08742 1.20426 2.98769
H: -1.30857 4.43218 2.63581
H: -4.79107 -0.75151 3.78615
H: -3.80182 -3.85145 -0.25656
H: -2.85323 -1.65691 -0.80506
H: -2.97619 2.10325 0.18400
H: -1.32747 -2.41386 -3.68525
H: -0.00450 5.89916 1.13217
H: -0.14047 -1.52688 1.57115
H: 1.75648 -2.00422 3.07867
H: -1.68455 0.50574 -6.79960
H: 3.79703 -0.47091 6.50724
H: 3.14221 0.27701 -4.22637
H: -2.06954 0.53680 -1.06418
H: 1.87018 4.96996 -0.18942
H: -0.60393 1.38256 -0.60601
H: 5.15948 0.52129 -2.15315

Cartesian forces, eV/Å:
Tm 0.78 -0.43 -0.65
I -0.07 0.33 -0.27
P -0.16 0.04 -0.01
P 0.18 0.16 -0.02
O -0.15 0.23 0.58
N 0.01 0.08 0.04
C -0.06 -0.03 0.01
C 0.03 0.01 -0.02
C 0.01 -0.01 0.03
C -0.02 0.03 0.00
C 0.10 -0.17 0.11
C 0.04 0.00 -0.03
C -0.01 0.00 0.02
C -0.01 0.03 -0.04
C 0.00 -0.03 0.01
C 0.02 0.00 -0.02
C -0.04 0.04 0.01
C 0.02 0.00 0.03
C -0.06 0.00 -0.23
C 0.08 -0.05 -0.02
C -0.02 -0.03 -0.05
C -0.01 0.04 0.04
C -0.01 0.05 0.03
C 0.07 -0.07 -0.03
C 0.00 0.03 -0.02
C 0.01 0.06 0.00
C 0.01 0.00 0.00
C -0.02 -0.01 0.05
C -0.03 -0.03 0.01
C 0.10 0.10 0.03
C -0.03 -0.06 0.03
C 0.06 -0.04 0.01
C -0.01 -0.03 -0.01
C -0.06 0.14 0.02
C -0.59 -0.21 0.35
C 0.00 -0.03 0.01
C -0.07 -0.01 0.01
C -0.03 0.03 0.04
C -0.01 -0.03 -0.06
C 0.16 -0.07 -0.08
H -0.02 0.03 -0.01
H 0.01 0.01 0.03
H -0.03 -0.02 0.02
H 0.02 -0.03 0.01
H 0.03 0.00 0.01
H 0.05 -0.03 -0.03
H -0.01 -0.04 0.02
H -0.01 -0.01 -0.02
H -0.04 0.02 0.00
H 0.02 0.03 -0.01
H -0.08 0.00 0.11
H -0.05 0.03 0.10
H 0.02 0.03 -0.01
H -0.01 0.01 -0.02
H -0.08 -0.02 -0.01
H -0.01 -0.03 -0.03
H 0.00 0.03 -0.01
H 0.01 0.02 0.02
H 0.01 -0.02 0.01
H 0.04 -0.01 -0.02
H 0.03 -0.02 -0.02
H 0.02 0.03 -0.04
H 0.04 0.00 0.00
H 0.02 -0.02 0.01
H -0.03 0.00 0.04
H 0.00 0.06 -0.01
H 0.01 -0.03 0.00
H -0.05 -0.11 -0.02
H 0.02 0.03 0.01
H 0.01 -0.01 0.03
H -0.02 0.00 -0.03
H 0.03 0.04 0.01
H -0.12 -0.02 0.01
H 0.00 0.00 0.01
H 0.00 0.12 -0.03
H 0.01 -0.10 -0.03

<S²> = 2.002
Multiplicity = 3
LUMO level (alpha / beta) = -2.720 / -2.644 eV
Charge = +1
E_HOMO (alpha / beta) = -10.430 / -10.429 eV

---

| no. | molecular weight (g/mol) |
| --- | --- |
| 1 | 87.1 |
| 2 | 109.2 |
| 3 | 657.7 |
| 4 | 832.5 |